{"formula": "BrH10O5", "method": "wB97M-V/def2-TZVPD", "total_charge": -1, "e_above_lowest_kcal_mol": 37.8, "e_homo_ev": -5.7847, "homo_lumo_gap_ev": 9.148, "symbols": ["Br", "O", "H", "H", "O", "H", "H", "O", "H", "H", "O", "H", "H", "O", "H", "H"], "xyz": [[40.45100, 21.64000, 18.32000], [39.12900, 21.26200, 21.68700], [38.88700, 20.26900, 21.75500], [39.37000, 21.63100, 20.78100], [41.18500, 24.40700, 16.56000], [41.04800, 23.52100, 17.14700], [42.14500, 24.76700, 16.29000], [43.71300, 21.42400, 17.69300], [42.96200, 21.74600, 18.30200], [44.15500, 20.87400, 18.41100], [42.19000, 18.81400, 18.83900], [41.66100, 18.20000, 19.33100], [41.66800, 19.54800, 18.51900], [41.47400, 23.81400, 20.51800], [40.55400, 24.01400, 20.34700], [41.30900, 23.18300, 19.84900]]}

{"formula": "BrH12LiO6", "method": "wB97M-V/def2-TZVPD", "total_charge": 0, "e_above_lowest_kcal_mol": 0.0, "e_homo_ev": -10.3848, "homo_lumo_gap_ev": 8.392, "symbols": ["Li", "Br", "O", "H", "H", "O", "H", "H", "O", "H", "H", "O", "H", "H", "O", "H", "H", "O", "H", "H"], "xyz": [[0.85762, -3.16110, -0.43785], [0.70293, -0.54946, -0.58019], [-1.87522, -1.18006, -2.68252], [-2.66246, -1.58099, -2.31412], [-1.21481, -1.27291, -1.99589], [-0.60723, -1.00006, 2.87004], [-0.81831, -1.04983, 1.93773], [-0.92723, -0.14021, 3.14298], [-2.60106, -0.12781, 0.47081], [-2.47388, -1.00836, 0.11770], [-1.93520, 0.40403, 0.03491], [3.39959, 0.63281, 1.41213], [2.75920, 0.17912, 0.86413], [2.87798, 1.04004, 2.10373], [-0.67949, 2.41375, 1.10542], [-0.18843, 1.64756, 0.80870], [-0.76611, 2.29190, 2.05087], [2.41283, 0.75081, -3.09826], [1.88565, 1.53878, -3.23020], [1.85365, 0.17192, -2.58016]]}

{"formula": "BrH14O7", "method": "wB97M-V/def2-TZVPD", "total_charge": 0, "s_squared": 0.75, "e_above_lowest_kcal_mol": 2.7, "e_homo_ev": [-11.2719, -11.1914], "spin_multiplicity": 2, "homo_lumo_gap_ev": [11.116, 5.235], "symbols": ["Br", "O", "H", "H", "O", "H", "H", "O", "H", "H", "O", "H", "H", "O", "H", "H", "O", "H", "H", "O", "H", "H"], "xyz": [[-0.11838, -0.19228, -0.84310], [-2.27023, -0.88608, 1.90542], [-3.09449, -0.41664, 2.03374], [-1.93504, -0.55873, 1.07072], [-0.38957, 2.48765, 1.21392], [-0.46165, 1.73247, 0.63020], [-1.02302, 3.11775, 0.87049], [2.63536, -1.84894, -1.62776], [2.48308, -2.17595, -2.51440], [1.81685, -1.41417, -1.38847], [-2.31602, 2.41467, -1.58091], [-2.09709, 3.26991, -1.21096], [-1.50516, 1.91022, -1.51551], [-0.27707, -3.45556, -2.35214], [-0.29022, -2.59263, -1.93811], [-0.80385, -3.34971, -3.14432], [2.90884, 0.95126, 0.67805], [2.80198, 1.10643, 1.61652], [2.14540, 0.42854, 0.43278], [0.98316, -0.22316, 2.58670], [0.45500, -0.24146, 1.78862], [0.35212, -0.06356, 3.28852]]}

{"formula": "BrH15O7", "method": "wB97M-V/def2-TZVPD", "total_charge": 0, "e_above_lowest_kcal_mol": 43.1, "e_homo_ev": -9.3082, "homo_lumo_gap_ev": 7.895, "symbols": ["O", "H", "H", "H", "Br", "O", "H", "H", "O", "H", "H", "O", "H", "H", "O", "H", "H", "O", "H", "H", "O", "H", "H"], "xyz": [[-1.18607, -2.03306, 2.34432], [-0.77699, -2.61711, 1.59427], [-1.55957, -1.23170, 1.87659], [-0.69186, -1.55503, 3.03404], [-0.09029, 0.12639, -0.25884], [0.98280, 2.58381, -2.23755], [1.88043, 2.30571, -2.12462], [0.45989, 2.38008, -1.34592], [-2.69902, -0.41054, 1.61483], [-3.00526, -1.32754, 1.26945], [-1.95859, 0.11573, 1.09101], [-0.83921, -0.77576, -2.61775], [-0.53178, -0.50541, -1.71993], [-0.33377, -0.11515, -3.15188], [3.22692, -1.12070, -1.28070], [2.35650, -1.02167, -1.02885], [3.66637, -1.42259, -0.45735], [-2.38538, 1.79785, -0.47574], [-2.20401, 1.58741, -1.41819], [-1.46413, 2.22808, -0.20441], [2.47330, 0.56279, 2.12818], [1.69629, 0.57506, 1.65505], [2.98343, -0.12663, 1.71398]]}

{"formula": "BrH16O8", "method": "wB97M-V/def2-TZVPD", "total_charge": -1, "e_above_lowest_kcal_mol": 43.3, "e_homo_ev": -4.4173, "homo_lumo_gap_ev": 7.024, "symbols": ["Br", "O", "H", "H", "O", "H", "H", "O", "H", "H", "O", "H", "H", "O", "H", "H", "O", "H", "H", "O", "H", "H", "O", "H", "H"], "xyz": [[-0.56874, 1.05871, -0.61686], [-5.61700, 0.86852, -3.12888], [-6.17979, 1.54442, -2.75116], [-4.83539, 0.87070, -2.57633], [1.93869, 2.60125, 3.75803], [1.52112, 1.96599, 4.33968], [1.47869, 2.50202, 2.92450], [0.78266, -3.63701, -3.96026], [0.61827, -3.24472, -3.10275], [1.65864, -4.01585, -3.88691], [-0.49133, -2.84735, 3.55391], [-0.85598, -2.00226, 3.29106], [-1.06876, -3.49436, 3.14872], [2.59218, -3.37188, 0.83408], [2.02527, -3.55812, 1.58252], [2.34738, -2.48748, 0.56180], [0.02403, 5.93697, 1.27795], [0.88331, 5.51524, 1.28210], [-0.40456, 5.60061, 0.49092], [4.11312, 3.93098, -2.15287], [3.52525, 3.26884, -1.78928], [4.84228, 3.97037, -1.53400], [-3.03225, -3.66288, -0.22018], [-2.74274, -4.40169, -0.75551], [-2.55435, -2.91102, -0.57027]]}

{"formula": "BrH16O8", "method": "wB97M-V/def2-TZVPD", "total_charge": -1, "e_above_lowest_kcal_mol": 54.4, "e_homo_ev": -6.5794, "homo_lumo_gap_ev": 9.664, "symbols": ["Br", "O", "H", "H", "O", "H", "H", "O", "H", "H", "O", "H", "H", "O", "H", "H", "O", "H", "H", "O", "H", "H", "O", "H", "H"], "xyz": [[0.07008, -0.22300, 0.09412], [2.28308, 1.13400, 2.16712], [3.08408, 0.53000, 2.02412], [1.47808, 0.66500, 1.86512], [0.66708, -3.12900, -1.81488], [1.33808, -2.77500, -2.22988], [0.61908, -2.63400, -1.00888], [0.86908, 3.02400, -0.54788], [0.53708, 2.07700, -0.50188], [1.19108, 3.12700, 0.26812], [-3.42892, -0.23400, 1.13212], [-2.52392, -0.44900, 0.88512], [-3.68092, 0.73700, 1.00512], [-2.21792, 2.47400, 1.24912], [-1.74492, 1.91000, 0.61112], [-1.59492, 2.78600, 1.79112], [0.04108, -2.84300, 2.33312], [-0.85592, -2.74900, 2.66112], [0.06908, -1.98000, 2.04712], [2.51008, 0.03000, -2.02888], [3.20508, 0.62200, -1.48688], [1.76808, -0.00900, -1.69388], [-1.42292, -0.40900, -3.06288], [-1.12792, -1.12900, -3.58188], [-1.13192, -0.55300, -2.17588]]}

{"formula": "BrH18O9", "method": "wB97M-V/def2-TZVPD", "total_charge": -1, "e_above_lowest_kcal_mol": 57.5, "e_homo_ev": -4.4200, "homo_lumo_gap_ev": 6.767, "symbols": ["Br", "O", "H", "H", "O", "H", "H", "O", "H", "H", "O", "H", "H", "O", "H", "H", "O", "H", "H", "O", "H", "H", "O", "H", "H", "O", "H", "H"], "xyz": [[0.30385, 0.19826, -0.16131], [4.51637, 2.07956, 3.45780], [5.04919, 2.79276, 3.10614], [3.78093, 2.00693, 2.84947], [-1.59007, -0.14430, -5.37307], [-1.30932, -0.01734, -4.46682], [-2.54125, -0.04045, -5.34642], [-1.33855, 5.08320, 2.39273], [-1.97424, 5.45167, 1.77924], [-0.94306, 4.35200, 1.91821], [-3.29250, -3.28368, 2.25622], [-2.60955, -3.89228, 2.53802], [-2.83599, -2.65048, 1.70224], [3.74381, -0.91014, -4.57502], [3.63188, -0.26574, -3.87613], [3.82437, -1.74764, -4.11859], [-4.41769, 0.86572, 3.65096], [-3.69342, 0.90172, 3.02616], [-4.57395, -0.06927, 3.78361], [0.10786, 6.10884, -1.81312], [0.98212, 6.26276, -2.17121], [0.18364, 5.27811, -1.34369], [-0.75813, -4.87258, -2.52192], [0.04520, -4.48788, -2.17135], [-0.69579, -5.80171, -2.30044], [2.52037, -4.38964, 2.53134], [2.03433, -4.97371, 3.11345], [1.84958, -3.83475, 2.13338]]}

{"formula": "BrH2NO", "method": "wB97M-V/def2-TZVPD", "total_charge": 0, "e_above_lowest_kcal_mol": 82.4, "e_homo_ev": [-9.2057, -9.1898], "homo_lumo_gap_ev": [5.812, 5.794], "symbols": ["N", "O", "Br", "H", "H"], "xyz": [[1.11615, 0.52990, -0.20887], [-1.01933, -0.61192, 0.49136], [-2.30777, 0.21785, -0.08332], [0.99581, -0.22837, -0.89448], [1.21514, 0.09254, 0.69531]]}

{"formula": "BrH2NO", "method": "wB97M-V/def2-TZVPD", "total_charge": 0, "smiles": "NOBr", "e_above_lowest_kcal_mol": 9.3, "e_homo_ev": -10.0806, "homo_lumo_gap_ev": 8.636, "symbols": ["N", "O", "Br", "H", "H"], "xyz": [[-0.30060, -0.36191, -0.72522], [-0.65322, 0.41967, 0.28695], [0.36603, 0.98623, 1.94256], [0.08118, -1.22175, -0.26588], [0.50661, 0.17776, -1.23841]]}

{"formula": "BrH2NOS", "method": "wB97M-V/def2-TZVPD", "total_charge": 0, "smiles": "N=[S@H](=O)Br", "e_above_lowest_kcal_mol": 48.6, "e_homo_ev": -10.4579, "homo_lumo_gap_ev": 9.480, "symbols": ["N", "O", "S", "Br", "H", "H"], "xyz": [[-0.12165, 0.54114, 0.26912], [0.75324, -1.89654, 0.91566], [0.73954, -0.63498, 0.00630], [2.70568, 0.23427, -0.66768], [-0.73465, 0.63563, 1.14707], [0.32410, -0.95555, -1.23548]]}

{"formula": "BrH2O2PS", "method": "wB97M-V/def2-TZVPD", "total_charge": 0, "smiles": "O=PO.SBr", "e_above_lowest_kcal_mol": 47.1, "e_homo_ev": -9.2940, "homo_lumo_gap_ev": 8.849, "symbols": ["O", "O", "P", "S", "Br", "H", "H"], "xyz": [[-1.53196, 0.62148, -0.14726], [0.52439, 1.30872, -1.20748], [-0.31112, 1.30519, 0.21122], [-0.68326, -2.32321, 0.79092], [1.15195, -1.43817, 1.54497], [-0.59874, -1.30099, -0.04642], [1.44874, 1.82697, -1.14595]]}

{"formula": "BrH2PS", "method": "wB97M-V/def2-TZVPD", "total_charge": 0, "smiles": "PSBr", "e_above_lowest_kcal_mol": 40.7, "e_homo_ev": -9.8737, "homo_lumo_gap_ev": 7.136, "symbols": ["P", "S", "Br", "H", "H"], "xyz": [[1.11347, -0.52780, 0.07931], [-0.68578, -1.06315, 0.02540], [-2.68245, 0.77440, -0.17753], [1.17491, 0.36990, -0.97721], [1.07984, 0.44665, 1.05003]]}

Q: Number 6 is which compound?
A: BrH16O8